Density functional theory data (the ωB97M-V functional and the def2-TZVPD basis) for the molecule C3H4Se.

Properties
Energy above the lowest of the compared OMol25 structures with the same formula, charge and spin in kcal/mol: 7.3
E_HOMO (spin up / spin down) in eV: -4.643 / -10.284
Largest force on an atom in eV Å⁻¹: 8.06
2S+1: 3
Calculated total energy in Ha: -2517.8658

XYZ file:
```
8
Properties=species:S:1:pos:R:3:forces:R:3:mulliken_charge:R:1
C 0.0572 -1.0958 1.8923 1.6 -1.8 2.6 0.306
C -0.2168 -0.4921 0.9338 -2.7 4.1 -6.4 -0.648
C -0.5038 0.2347 -0.4483 0.8 -4.6 2.6 -0.933
Se 0.9395 1.5346 -0.8402 3.3 3.3 2.3 -0.087
H 0.5794 -1.6685 2.5974 -0.1 -0.3 0.8 0.426
H -1.3860 0.7307 -0.7152 -1.7 0.5 0.4 0.484
H -0.2841 -0.5216 -1.1979 -0.3 -0.3 -0.2 0.325
H 0.8146 1.2779 -2.2219 -0.9 -0.9 -2.1 0.127
```
Forces are in eV/Å.